No. 1
This record from the OMol25 dataset describes a single C7H9N3 molecule. The level of theory is ωB97M-V/def2-TZVPD.

```
19
Properties=species:S:1:pos:R:3:mulliken_charge:R:1
N 1.6565 1.0442 -0.5709 0.037
N 0.4488 -1.2712 -0.6330 -0.402
N 2.8729 1.2720 -0.2736 -0.651
C 1.4216 -0.3393 -0.3831 0.184
C 2.6336 -0.9094 0.0865 -0.165
C -1.5847 -0.0180 -0.0996 1.118
C -0.8827 -1.0785 -0.6203 -0.269
C 3.5072 0.1094 0.1530 -0.389
C -0.9090 1.1690 0.5448 -1.297
C -3.0208 -0.1109 -0.0607 -1.300
H -3.3497 -1.1381 -0.0494 0.376
H -1.3569 -2.0492 -1.0448 0.250
H 4.4908 0.0808 0.4516 0.498
H -1.5950 1.8172 1.2002 0.313
H -3.3663 0.3224 0.8630 0.393
H 3.0252 -1.8960 0.3268 0.348
H -3.5080 0.4720 -0.9553 0.231
H -0.2323 1.8764 -0.0975 0.337
H -0.2514 0.6472 1.1621 0.386
```

Output
net charge = 0
HOMO (alpha / beta) = -8.628 / -8.658 eV



No. 2
This record from the OMol25 dataset describes a molecular structure, C5H8O2. The level of theory is ωB97M-V/def2-TZVPD.

```
15
Properties=species:S:1:pos:R:3:mulliken_charge:R:1
O 1.0245 1.9967 0.6167 -0.791
O -0.9161 0.9803 0.5560 -0.490
C -0.1318 -0.9568 -0.2950 -0.306
C 0.7395 -0.6350 0.9674 -0.559
C -1.4473 -0.1836 -0.0821 -0.418
C 0.7475 0.7728 0.3341 0.420
C 0.6943 0.1052 -1.0479 -0.495
H 0.3050 -0.7436 1.9634 0.295
H 1.6918 -0.2486 -1.3214 0.290
H 1.7135 -1.1271 0.9023 0.291
H -0.2160 -1.9790 -0.6669 0.426
H -1.9589 0.0434 -1.0240 0.289
H -2.1464 -0.6612 0.6115 0.313
H -0.3341 1.9856 0.3639 0.467
H 0.2346 0.6511 -1.8780 0.271
```

Output
net charge = 0
HOMO = -9.412 eV



No. 3
This record from the OMol25 dataset describes a single C4H5N3S molecule. The level of theory is ωB97M-V/def2-TZVPD.

```
13
Properties=species:S:1:pos:R:3:mulliken_charge:R:1
S 2.3184 1.6110 0.0531 -0.353
N -0.3383 -1.9424 -0.0313 -0.543
N -0.4305 0.3685 0.1690 -0.370
N 1.8430 -1.0707 0.1540 -0.407
C -0.9486 -0.7201 -0.2156 0.146
C 1.8388 0.1413 0.1015 0.733
C -1.0379 1.6316 0.0507 -1.019
C 0.9443 -2.0489 0.1380 0.046
H -0.4450 2.3309 -0.3053 0.363
H -1.8458 1.7166 -0.6015 0.411
H 1.2697 -3.0804 0.2819 0.366
H -1.2982 1.8958 1.0663 0.304
H -1.8701 -0.8331 -0.8609 0.322
```

Output
net charge = 0
HOMO = -9.234 eV



No. 4
This record from the OMol25 dataset describes a molecular structure, Cl3NaO12. The level of theory is ωB97M-V/def2-TZVPD.

```
16
Properties=species:S:1:pos:R:3:mulliken_charge:R:1
Cl -1.5546 0.4012 17.7149 1.673
Cl -5.8256 2.6710 18.4365 1.797
Cl -0.7876 5.2197 19.9563 1.678
Na -2.8294 3.6603 17.1251 0.837
O -1.5462 0.5848 16.2762 -0.718
O -5.9108 1.4182 19.1088 -0.646
O -5.5102 2.4772 17.0495 -0.715
O -1.9449 -0.9472 18.0176 -0.665
O -1.0407 5.4531 21.3611 -0.682
O -0.2197 0.7150 18.1919 -0.638
O -7.1064 3.3320 18.5385 -0.714
O -0.2369 3.9269 19.7207 -0.602
O 0.1368 6.2165 19.4815 -0.685
O -2.0519 5.4246 19.2570 -0.660
O -2.4469 1.3470 18.3614 -0.604
O -4.8166 3.4834 19.0949 -0.656
```

Output
net charge = -2
HOMO = -3.841 eV



Calculated electronic energy, -436.2436, -345.6659, -717.8044, -2445.1346 Ha (same order as the records).
Calculated ΔE to the lowest compared entry with this formula, charge and spin, 108.3, 87.2, 56.0, 4.4 kcal/mol (same order as the records).